Density functional theory data (wB97M-V/def2-TZVPD) for a structure of composition C36H48N2O2P3RuS2 at a distorted geometry.

## Properties
frontier orbital gap (spin up / spin down) = 6.85 / 5.47 eV
DFT total energy = -3575.429146 Eh
⟨S²⟩ = 8.793
charge = +2
relative energy (zero: lowest compared OMol25 entry of this formula, charge and spin) = 50.2 kcal per mole
LUMO energy (spin up / spin down) = -0.208 / -0.291 hartree
multiplicity = 6

Last column: Löwdin charge in e.
CARTESIAN COORDINATES (ANGSTROEM)
1 Ru 0.072 0.205 -0.025  0.514
2 C 1.957 3.087 -0.460  -0.355
3 C 1.358 3.643 0.832  -0.351
4 P 0.296 2.434 1.747  0.977
5 C -0.254 3.368 3.194  -0.356
6 C -0.044 2.895 4.491  -0.071
7 C -0.479 3.649 5.569  -0.054
8 C -1.131 4.856 5.365  -0.049
9 C -1.361 5.316 4.074  -0.057
10 C -0.945 4.564 2.990  -0.092
11 C 1.404 1.161 2.437  -0.424
12 C 0.901 -0.142 2.582  -0.179
13 C 1.719 -1.152 3.079  -0.048
14 C 3.015 -0.861 3.468  -0.055
15 C 3.503 0.439 3.368  -0.056
16 C 2.711 1.443 2.832  -0.081
17 P 0.662 2.165 -1.392  0.965
18 C 1.370 1.694 -2.987  -0.393
19 C 2.662 1.996 -3.404  -0.089
20 C 3.070 1.641 -4.683  -0.067
21 C 2.198 0.981 -5.536  -0.056
22 C 0.911 0.663 -5.114  -0.055
23 C 0.497 1.017 -3.842  -0.108
24 C -0.485 3.497 -1.872  -0.348
25 C -1.736 3.636 -1.277  -0.121
26 C -2.595 4.647 -1.682  -0.058
27 C -2.197 5.534 -2.670  -0.053
28 C -0.941 5.415 -3.250  -0.052
29 C -0.088 4.394 -2.866  -0.070
30 H 2.783 2.402 -0.253  0.064
31 H 2.328 3.901 -1.087  0.097
32 H 0.696 4.481 0.602  0.083
33 H 2.133 4.013 1.505  0.094
34 H 0.471 1.960 4.660  0.104
35 H -0.307 3.290 6.575  0.117
36 H -1.471 5.436 6.212  0.118
37 H -1.872 6.256 3.916  0.116
38 H -1.157 4.906 1.982  0.102
39 H -0.160 -0.338 2.451  0.054
40 H 1.334 -2.159 3.177  0.124
41 H 3.646 -1.645 3.865  0.122
42 H 4.498 0.671 3.723  0.121
43 H 3.103 2.450 2.754  0.115
44 H 3.347 2.511 -2.741  0.106
45 H 4.064 1.903 -5.021  0.117
46 H 2.517 0.710 -6.533  0.118
47 H 0.237 0.146 -5.784  0.118
48 H -0.497 0.767 -3.486  0.091
49 H -2.037 2.946 -0.504  0.024
50 H -3.576 4.731 -1.231  0.115
51 H -2.871 6.312 -3.003  0.117
52 H -0.628 6.113 -4.015  0.117
53 H 0.879 4.287 -3.342  0.110
54 C -6.616 -0.642 0.411  -0.062
55 C -5.548 0.358 0.803  -0.269
56 O -4.721 0.719 -0.326  -0.358
57 P -3.348 0.002 -0.711  0.523
58 S -0.976 -1.574 -0.891  0.198
59 S -2.022 0.746 0.782  0.295
60 O -2.897 0.847 -1.985  -0.417
61 C -3.473 0.813 -3.323  -0.242
62 C -4.969 0.585 -3.388  -0.072
63 H -7.304 -0.780 1.245  0.090
64 H -6.175 -1.607 0.158  0.081
65 H -7.183 -0.279 -0.445  0.085
66 H -4.925 -0.022 1.617  0.104
67 H -6.003 1.293 1.129  0.128
68 H -2.945 0.041 -3.887  0.118
69 H -3.217 1.789 -3.737  0.125
70 H -5.223 -0.422 -3.050  0.081
71 H -5.302 0.690 -4.419  0.094
72 H -5.501 1.308 -2.776  0.081
73 C 5.251 -2.631 -2.485  -0.042
74 C 4.960 -1.132 -2.498  -0.179
75 N 4.166 -0.661 -1.352  -0.047
76 C 4.924 -0.090 -0.238  -0.183
77 C 5.406 -1.138 0.763  -0.052
78 C 2.838 -0.780 -1.327  -0.379
79 C 2.153 -1.406 -2.498  -0.016
80 N 2.091 -0.394 -0.303  -0.013
81 H 5.981 -2.857 -3.262  0.091
82 H 4.358 -3.220 -2.683  0.069
83 H 5.665 -2.946 -1.529  0.072
84 H 4.449 -0.858 -3.420  0.105
85 H 5.901 -0.587 -2.475  0.125
86 H 4.320 0.666 0.266  0.091
87 H 5.784 0.430 -0.656  0.126
88 H 4.602 -1.827 1.030  0.080
89 H 5.756 -0.647 1.670  0.076
90 H 6.232 -1.717 0.355  0.077
91 H 2.487 -1.007 -3.453  0.077
92 H 1.085 -1.264 -2.398  -0.011
93 H 2.350 -2.479 -2.492  0.104
94 H 2.621 -0.124 0.518  0.027

Atomic forces in eV per Å
Ru -0.1 -1.2 -0.1
C -0.1 -0.2 0.0
C -0.1 -0.2 0.0
P 0.4 0.1 0.3
C -0.3 -0.1 -0.1
C 0.1 0.1 -0.1
C 0.0 0.0 0.1
C 0.0 0.0 0.0
C -0.1 0.0 0.0
C 0.1 0.0 -0.1
C -0.2 0.0 -0.2
C 0.0 0.3 0.4
C 0.0 -0.1 0.0
C 0.0 -0.1 -0.1
C 0.0 0.1 -0.1
C 0.1 -0.1 -0.1
P 0.2 0.6 -0.5
C -0.1 -0.1 0.1
C -0.1 0.0 0.1
C 0.1 0.0 0.0
C 0.0 0.0 0.0
C -0.1 0.0 0.0
C 0.1 0.1 0.0
C -0.1 -0.1 0.1
C 0.1 0.0 0.0
C 0.0 0.0 0.0
C -0.1 0.0 0.0
C 0.1 0.0 -0.1
C -0.1 0.0 0.1
H 0.0 0.0 0.0
H 0.0 0.0 0.0
H 0.0 0.0 0.0
H 0.0 0.1 0.0
H 0.0 0.0 0.0
H 0.0 0.0 0.0
H 0.0 0.0 0.0
H 0.0 0.0 0.0
H 0.0 0.1 0.0
H 0.0 -0.1 -0.1
H 0.0 0.0 0.0
H 0.0 0.0 0.0
H 0.0 0.0 0.0
H 0.0 0.0 0.0
H 0.0 0.0 0.0
H 0.0 0.0 0.0
H 0.0 0.0 0.0
H 0.0 0.0 0.0
H 0.0 0.0 -0.1
H -0.1 0.0 0.0
H 0.0 0.0 0.0
H 0.0 0.0 0.0
H 0.0 0.0 0.0
H 0.0 0.0 0.0
C 0.2 0.1 -0.1
C -0.4 -0.2 0.3
O 0.2 -0.1 -0.3
P 0.0 0.8 -0.2
S 0.4 0.7 0.2
S 0.1 -0.3 0.0
O -0.3 -0.3 0.3
C -0.1 0.0 -0.4
C 0.2 -0.1 0.3
H 0.0 0.0 0.0
H 0.0 0.0 0.0
H 0.0 0.0 0.0
H 0.1 0.0 -0.1
H 0.1 0.0 0.0
H 0.1 0.0 0.1
H 0.1 0.0 0.0
H -0.1 0.0 0.0
H 0.1 0.0 0.0
H -0.1 0.0 0.0
C 0.0 0.1 0.0
C 0.1 -0.3 -0.1
N -0.1 0.1 0.0
C 0.0 -0.1 0.3
C -0.1 0.0 -0.1
C -0.1 -0.1 -0.2
C 0.0 -0.1 0.0
N -0.4 0.2 0.2
H 0.0 0.0 0.0
H 0.0 0.0 0.0
H 0.0 0.0 0.0
H 0.1 0.1 0.0
H 0.0 0.1 0.0
H 0.0 0.0 -0.1
H -0.1 0.1 -0.1
H 0.0 0.0 0.0
H 0.1 0.0 0.0
H 0.0 0.0 0.0
H 0.0 0.0 0.1
H 0.0 0.0 -0.1
H 0.0 0.0 0.0
H 0.1 0.0 0.0